(1)
The following is a quantum chemistry calculation of an isolated ion of composition CH4N3O3 and charge -1 at a distorted geometry, from the Open Molecules 2025 dataset.

structure (SMILES) = CO/N=N/N([O-])O
total charge = -1
maximum force = 3.1 eV Å⁻¹
energy = -11708.4019 eV

Cartesian coordinates (Å):
C -0.01491 0.15260 1.30673
O -0.81253 0.84431 0.42262
N -0.87791 0.49443 -1.03297
N -0.10346 -0.48978 -1.26850
N 0.05635 -0.91915 -2.44368
O 0.89968 -1.78895 -2.88234
O -0.75908 -0.24875 -3.53483
H -0.37517 -0.82521 1.31712
H -0.16756 0.70889 2.19158
H 0.90489 0.11359 0.85145
H -0.25855 0.52442 -3.94321

=====

(2)
The following is a quantum chemistry calculation of C11H20ClIN2O2PRuSe as an isolated structure at a distorted geometry, from the Open Molecules 2025 dataset.

total charge = +3
maximum force = 6.5 eV Å⁻¹
energy = -116612.6674 eV
2S+1 = 5

Cartesian coordinates (Å):
C -3.02719 -0.86381 -1.71395
C -2.55468 -2.32689 -2.06832
H -4.11172 -0.83186 -1.56440
H -2.82809 -0.12716 -2.50137
H -2.55308 -0.47306 -0.82876
O -3.30529 -2.76795 -3.00486
I -1.42814 -4.06977 -1.80929
Ru -0.49372 1.86973 0.45747
P 0.27906 -0.02638 -2.48861
C 0.51980 -1.67678 -3.31874
C -0.23000 1.01086 -3.91948
H 2.08979 1.43975 -1.92096
H 2.56683 0.33784 -3.34520
H 2.51451 -0.28106 -1.61757
C 2.06499 0.42107 -2.33383
H -0.17920 2.04874 -3.57569
H 0.43539 0.86160 -4.78931
H 0.35213 -1.62660 -4.42087
H -0.22265 -2.35534 -2.86190
H -1.24882 0.75173 -4.18659
H 1.54335 -2.05884 -3.04951
C -0.29000 0.10705 0.53268
O -0.56039 -1.04765 0.41693
Cl 1.08703 3.15171 -0.53176
C -1.08160 -1.29281 3.54714
N 0.03449 -0.35707 3.55182
C 1.22185 -0.57547 4.17204
C 1.97203 0.54094 4.04978
N 1.23000 1.42386 3.30018
C 1.76002 2.64300 2.70590
C -0.02684 0.94481 3.09956
Se -1.63267 1.79302 2.54621
H -1.22065 -1.60022 4.58124
H -0.73897 -2.21539 2.98278
H -1.95216 -0.85994 3.10299
H 1.37996 -1.49550 4.71906
H 2.94915 0.75706 4.43830
H 2.66825 2.91181 3.28592
H 2.00049 2.45859 1.66773
H 1.01673 3.45637 2.69324

=====

(3)
The following is a quantum chemistry calculation of C6H8LiO6Sr as an isolated structure at a distorted geometry, from the Open Molecules 2025 dataset.

total charge = -1
maximum force = 4.1 eV Å⁻¹
energy = -19673.7152 eV

Cartesian coordinates (Å):
Li 2.17711 -1.35350 -0.02755
O 0.93099 0.09127 0.49292
O 1.14260 -0.61518 -1.62297
C 0.35598 -1.40051 -2.50172
C -1.00742 -1.52726 -1.80302
O -0.85929 -0.81160 -0.59429
C 0.24394 0.12464 -0.74453
H 0.26608 -0.89617 -3.47419
H 0.83033 -2.38514 -2.60495
H -1.23900 -2.57534 -1.56910
H -1.81816 -1.08645 -2.39917
Sr -0.22595 -1.96044 1.61743
O -1.53143 -0.47166 2.27645
O -0.09611 1.32532 -1.02795
C 0.89338 1.70002 0.92063
C -0.02025 1.71833 2.13660
O -1.42621 1.70988 1.88804
C -2.18923 0.57813 2.06857
H 1.81182 2.07880 1.41178
H 1.32066 2.22463 0.05708
H 0.18619 2.64143 2.69677
H 0.25398 0.89080 2.80317

=====

(4)
The following is a quantum chemistry calculation of the molecule C22H30N4O2, from the Open Molecules 2025 dataset.

structure (SMILES) = Cc1ccc(-c2ccc(=O)n(CCC(=O)NCCN3CCCC[C@@H]3C)n2)cc1
total charge = 0
maximum force = 1.0 eV Å⁻¹
energy = -33357.1186 eV

Cartesian coordinates (Å):
C -5.97545 -3.44620 0.34703
C -5.20784 -2.17218 0.17440
C -4.04328 -1.94894 0.90422
C -3.33195 -0.77633 0.76494
C -3.76717 0.21242 -0.11919
C -2.98458 1.44256 -0.25436
C -2.95048 2.21634 -1.45378
C -2.15262 3.30663 -1.50767
C -1.32413 3.68117 -0.38096
O -0.52401 4.60164 -0.35171
N -1.49917 2.85949 0.72589
C -0.68377 3.07498 1.90457
C 0.70967 2.45603 1.71827
C 0.55418 0.99549 1.31721
O 0.42816 0.09831 2.12373
N 0.48460 0.80539 -0.01852
C 0.39660 -0.50464 -0.61429
C 1.63650 -0.80485 -1.46582
N 2.86055 -0.47019 -0.76933
C 3.99983 -0.32693 -1.65598
C 5.14529 0.37077 -0.92840
C 5.53257 -0.41647 0.31656
C 4.29428 -0.60462 1.18481
C 3.14819 -1.27289 0.41574
C 3.43613 -2.75816 0.14658
N -2.27150 1.79670 0.77682
C -4.93260 -0.00533 -0.84833
C -5.64110 -1.18297 -0.69837
H -5.31217 -4.30594 0.26941
H -6.75822 -3.53692 -0.40181
H -6.43787 -3.47276 1.33368
H -3.69361 -2.70827 1.58866
H -2.42844 -0.60757 1.32986
H -3.53883 1.91436 -2.30706
H -2.07274 3.92296 -2.39030
H -0.59323 4.15131 2.06581
H -1.19700 2.59630 2.73933
H 1.25752 3.01508 0.95968
H 1.24422 2.50803 2.66600
H 0.72318 1.56465 -0.63717
H 0.28854 -1.21607 0.20578
H -0.49776 -0.56670 -1.24607
H 1.58825 -1.85469 -1.80263
H 1.59557 -0.17482 -2.36097
H 3.69052 0.28611 -2.50827
H 4.34798 -1.29393 -2.05785
H 5.99688 0.47374 -1.60359
H 4.81610 1.36888 -0.63388
H 5.94375 -1.38585 0.02924
H 6.30290 0.11754 0.87644
H 4.53129 -1.20274 2.06571
H 3.94854 0.37397 1.52362
H 2.26353 -1.22282 1.05748
H 2.58289 -3.23460 -0.33106
H 4.30689 -2.89397 -0.48877
H 3.61872 -3.26365 1.09100
H -5.30677 0.75456 -1.51875
H -6.54757 -1.33341 -1.26759

=====

(5)
The following is a quantum chemistry calculation of the molecule C2HBrClNO2 at a distorted geometry, from the Open Molecules 2025 dataset.

structure (SMILES) = O=[N+]([O-])/C=C(/Cl)Br
total charge = 0
maximum force = 2.2 eV Å⁻¹
energy = -90235.9719 eV

Cartesian coordinates (Å):
O 0.76801 1.90815 -0.72157
N 0.51513 1.19277 0.23050
O 0.97837 1.34696 1.34145
C -0.51907 0.11382 0.04050
C -0.26674 -1.15891 -0.32990
Cl -1.54997 -2.33219 -0.48250
Br 1.50747 -1.70991 -0.38137
H -1.43318 0.63931 0.30289

=====

(6)
The following is a quantum chemistry calculation of an isolated ion of composition C7H13N2O2 and charge +1 at a distorted geometry, from the Open Molecules 2025 dataset.

total charge = +1
maximum force = 4.0 eV Å⁻¹
energy = -14532.7256 eV

Cartesian coordinates (Å):
C -0.97804 -1.99016 -0.09229
C -0.35516 -1.12203 -1.03853
C 0.18991 -1.31581 1.88145
C 1.30085 0.43179 -2.84489
C -0.21358 2.14324 2.40102
C 1.25878 0.54392 -1.32091
C -0.80652 0.78866 2.27317
N -0.76934 -2.04975 1.22459
N 0.55367 -0.39558 -0.58248
O -0.44637 -1.36430 -2.39102
O 0.28986 -0.16784 2.26050
H -1.71640 -2.68514 -0.56383
H 0.40079 0.88665 -3.34356
H 1.30362 -0.61477 -3.07240
H 2.16550 0.91465 -3.22667
H -1.10038 2.81339 2.35628
H 0.31747 2.54049 3.19407
H 0.34993 2.27601 1.50605
H 0.83693 1.50908 -1.03799
H 2.28320 0.60471 -0.98451
H -1.15803 0.66682 1.23032
H -1.63147 0.64768 3.01188
H -0.95184 -2.95477 1.59737
H -1.12338 -2.10694 -2.43763

=====

(7)
The following is a quantum chemistry calculation of a 2-piece molecular cluster, C3H10NOSe overall at a distorted geometry, from the Open Molecules 2025 dataset.

total charge = +1
maximum force = 3.2 eV Å⁻¹
energy = -72148.2482 eV

Cartesian coordinates (Å):
C -0.83980 -2.65766 -0.37679
C -1.15722 2.06190 -0.17438
C -0.10857 2.49725 0.48944
N 1.39528 -0.73266 -0.25511
O 0.85190 1.61784 1.01057
Se -0.27947 -1.30283 0.86874
H -1.22827 -2.30226 -1.26547
H 0.01099 -3.33893 -0.56967
H -1.45362 -3.46309 0.03855
H -1.85363 2.69422 -0.56476
H -1.51860 1.07649 -0.18678
H 0.07089 3.53463 0.68747
H 2.39811 -1.07755 -0.27181
H 1.07938 -0.78072 -1.26951
H 1.40318 0.26018 0.00809
H 1.22944 1.91317 1.83142

=====

(8)
The following is a quantum chemistry calculation of C20H28NO2SSr as an isolated structure at a distorted geometry, from the Open Molecules 2025 dataset.

total charge = -1
maximum force = 5.8 eV Å⁻¹
energy = -38449.3166 eV

Cartesian coordinates (Å):
O -0.23108 -1.08688 -2.49237
C -1.14739 -2.24449 -2.39131
C -0.78880 -2.92531 -3.68941
H -2.19901 -1.93665 -2.37965
H -0.92440 -2.87014 -1.52068
C 0.09091 -1.66576 -3.83528
H -1.65661 -3.00193 -4.34277
H -0.27444 -3.87960 -3.55982
C -0.40338 -0.81843 -4.99683
H -1.49786 -0.78765 -5.02562
H -0.04506 -1.25113 -5.94607
H -0.03261 0.20757 -4.91443
C 1.55928 -2.02134 -3.98793
H 1.88405 -2.77329 -3.26797
H 2.17153 -1.12545 -3.86002
H 1.75726 -2.42578 -4.98999
Sr 0.27241 1.50712 0.08194
C 2.27681 2.69281 3.17357
C 1.29706 1.90419 3.84116
C 1.35298 0.57597 3.31448
H 0.62103 2.26434 4.62824
C 2.38237 0.54401 2.32530
C 2.94309 1.85825 2.23883
H 3.78028 2.16589 1.60211
H 2.50377 3.74986 3.35466
H 0.75115 -0.28596 3.63803
H 2.75772 -0.34863 1.80448
C 0.30797 4.96466 0.84476
C 1.49658 4.61224 0.16632
C 1.14003 4.01621 -1.06889
H 2.50940 4.82057 0.48705
C -0.29049 4.00515 -1.15687
C -0.79403 4.58267 0.02846
H -1.84141 4.78043 0.22390
H 0.23606 5.48580 1.80177
H 1.80948 3.75695 -1.88628
H -0.86701 3.73424 -2.03003
O -2.15519 -2.84276 0.60549
C -0.85513 -2.28059 0.94384
C -0.29637 -3.26787 1.96921
H -0.87527 -1.27066 1.46085
H -0.22685 -2.18386 0.04902
C -1.55895 -3.44740 2.84698
H 0.57261 -2.87304 2.52645
H -0.06852 -4.24448 1.50772
C -2.72935 -3.29210 1.86972
H -1.56605 -2.63068 3.57077
H -1.56572 -4.44154 3.31840
H -3.45435 -2.53561 2.24696
H -3.17232 -4.26065 1.61838
S -2.13843 3.61775 4.27959
C -1.62490 2.87370 2.97680
N -1.19285 2.29927 1.99699

=====

What is the formula in the eighth record? C20H28NO2SSr